Record 1
Here is a structure of composition C28H52IrN9O3PS4 from the OMol25 dataset. Energies are from the ωB97M-V functional and the def2-TZVPD basis.

Geometry (Å):
Ir1 -0.056 -1.890 -1.237
C1 -3.314 -1.615 -1.689
C2 -2.982 -2.817 -2.558
S1 -1.261 -2.641 -3.097
C3 -0.615 -4.280 -3.489
C4 0.895 -4.102 -3.588
S2 1.710 -3.224 -2.196
C5 1.890 -4.595 -0.996
C6 0.592 -5.080 -0.380
S3 -0.172 -3.627 0.375
C7 -1.942 -3.972 0.537
C8 -2.619 -2.639 0.820
S4 -2.160 -1.258 -0.310
H1 -4.298 -1.757 -1.241
H2 -3.371 -0.701 -2.282
H3 -3.608 -2.819 -3.452
H4 -3.119 -3.765 -2.044
H5 -1.016 -4.591 -4.455
H6 -0.927 -4.995 -2.735
H7 1.147 -3.520 -4.476
H8 1.403 -5.062 -3.691
H9 2.561 -4.204 -0.229
H10 2.419 -5.395 -1.515
H11 0.810 -5.788 0.422
H12 -0.073 -5.562 -1.090
H13 -2.090 -4.650 1.378
H14 -2.287 -4.464 -0.369
H15 -2.329 -2.274 1.800
H16 -3.705 -2.727 0.778
C9 0.425 1.497 -5.355
N1 1.752 1.138 -4.653
C10 2.154 2.323 -3.741
N2 1.094 2.643 -2.852
C11 -0.126 2.974 -3.584
N3 -0.564 1.838 -4.394
C12 -1.014 0.711 -3.580
P1 0.366 0.048 -2.528
C13 1.631 -0.132 -3.866
C14 0.894 1.662 -1.793
H17 0.135 0.636 -5.956
H18 0.644 2.344 -6.005
H19 2.479 1.018 -5.363
H20 2.366 3.156 -4.412
H21 3.058 2.024 -3.213
H22 0.067 3.824 -4.237
H23 -0.912 3.249 -2.884
H24 -1.418 -0.066 -4.231
H25 -1.824 1.053 -2.931
H26 1.345 -0.930 -4.554
H27 2.595 -0.364 -3.413
H28 1.822 1.529 -1.243
H29 0.123 2.012 -1.104
C15 2.430 2.248 1.341
C16 3.598 1.379 0.885
C17 3.380 -0.149 1.044
C18 4.722 -0.884 0.853
C19 4.614 -2.392 1.018
C20 2.890 -0.373 2.459
O1 3.562 -0.188 3.430
N4 1.544 -0.729 2.589
C21 0.654 -0.935 1.579
O2 -0.539 -1.070 1.813
N5 1.138 -1.035 0.286
C22 2.404 -0.611 -0.027
O3 2.742 -0.580 -1.208
H30 2.644 3.296 1.135
H31 2.277 2.156 2.417
H32 1.484 1.990 0.850
H33 4.479 1.633 1.475
H34 3.857 1.564 -0.161
H35 5.413 -0.472 1.587
H36 5.102 -0.634 -0.138
H37 4.268 -2.671 2.014
H38 5.582 -2.867 0.864
H39 3.928 -2.809 0.273
H40 1.176 -0.775 3.531
C23 -1.178 3.528 4.061
N6 -2.077 2.686 3.254
C24 -3.164 3.547 2.737
N7 -3.895 4.237 3.802
C25 -2.970 5.064 4.582
N8 -1.936 4.178 5.130
C26 -2.453 3.243 6.123
N9 -3.357 2.462 5.279
C27 -2.660 1.736 4.210
C28 -4.464 3.264 4.734
H41 -0.730 4.302 3.438
H42 -0.390 2.918 4.504
H43 -3.865 2.931 2.174
H44 -2.734 4.291 2.068
H45 -3.498 5.564 5.392
H46 -2.494 5.808 3.945
H47 -2.995 3.760 6.911
H48 -1.657 2.624 6.532
H49 -3.380 1.093 3.705
H50 -1.878 1.119 4.650
H51 -4.986 3.771 5.543
H52 -5.157 2.602 4.216

The value obtained for the LUMO energy (spin up / spin down) is -10.4374 / -11.6112 eV. The energy above the lowest of the compared OMol25 structures with the same formula, charge and spin is 0.0 kcal per mole. Its total charge is +4. As for the multiplicity: 2. The largest force on an atom comes out at 0.0059 hartree/bohr. The calculation puts the HOMO energy (spin up / spin down) at -0.674 / -0.662 Eh.

How is the electron density shared among the atoms? According to Löwdin, the charges in e are:
1 Ir 0.5856
2 C -0.4470
3 C -0.4030
4 S 0.8416
5 C -0.4121
6 C -0.4293
7 S 0.8910
8 C -0.4264
9 C -0.4078
10 S 0.9449
11 C -0.3951
12 C -0.4138
13 S 0.8787
14 H 0.1081
15 H 0.0779
16 H 0.1151
17 H 0.0854
18 H 0.1190
19 H 0.0775
20 H 0.0861
21 H 0.1150
22 H 0.0695
23 H 0.1172
24 H 0.1195
25 H 0.0804
26 H 0.1208
27 H 0.0746
28 H 0.0740
29 H 0.1117
30 C -0.0759
31 N -0.0466
32 C -0.0650
33 N -0.1242
34 C -0.1220
35 N -0.1310
36 C -0.2815
37 P 0.9128
38 C -0.2119
39 C -0.2456
40 H 0.1539
41 H 0.1601
42 H 0.1970
43 H 0.1604
44 H 0.1568
45 H 0.1545
46 H 0.1469
47 H 0.0826
48 H 0.1041
49 H 0.1062
50 H 0.0981
51 H 0.0689
52 H 0.1164
53 C -0.0636
54 C -0.1398
55 C -0.2927
56 C -0.1480
57 C -0.0442
58 C -0.4071
59 O 0.1809
60 N 0.2395
61 C -0.5608
62 O -0.0592
63 N -0.0393
64 C -0.4597
65 O -0.0679
66 H 0.0955
67 H 0.0836
68 H 0.0530
69 H 0.1415
70 H 0.1203
71 H 0.1379
72 H 0.1300
73 H 0.0942
74 H 0.0997
75 H 0.0445
76 H 0.1807
77 C -0.1173
78 N -0.0701
79 C -0.1485
80 N -0.0659
81 C -0.0895
82 N 0.0318
83 C -0.0741
84 N 0.0199
85 C -0.1266
86 C -0.0950
87 H 0.1454
88 H 0.1387
89 H 0.1346
90 H 0.1367
91 H 0.1514
92 H 0.1519
93 H 0.1566
94 H 0.1514
95 H 0.1402
96 H 0.1360
97 H 0.1500
98 H 0.1490

Record 2
Here is a cluster of 11 separate species, C28H52N2O17 in total at a distorted geometry from the OMol25 dataset. Energies are from the ωB97M-V functional and the def2-TZVPD basis.

Geometry (Å):
C1 4.420 -5.305 1.376
C2 5.159 -4.096 0.552
O1 4.654 -2.834 1.064
C3 4.382 -1.879 0.014
C4 2.794 -1.626 -0.174
C5 1.680 -2.573 0.462
C6 0.160 -2.302 0.211
C7 -0.274 -1.047 -0.679
C8 0.782 -0.078 -1.309
C9 2.306 -0.398 -1.032
N1 3.320 0.523 -1.673
C10 3.489 -0.019 -2.871
O2 3.705 -0.662 -3.930
C11 -1.871 -0.857 -0.927
O3 -2.451 0.271 -0.884
C12 -2.670 -2.251 -1.190
C13 -3.790 -2.338 -2.306
C14 -4.478 -3.762 -2.505
C15 -4.081 -5.005 -1.592
O4 -4.793 -6.260 -1.842
N2 -3.968 -6.935 -2.726
O5 -3.209 -7.633 -2.106
C16 -2.960 -4.877 -0.472
O6 -2.634 -6.012 0.342
C17 -2.239 -3.500 -0.292
C18 -1.043 -3.239 0.781
O7 -1.069 -3.692 1.963
H1 4.927 -6.317 1.111
H2 4.498 -5.073 2.507
H3 3.322 -5.355 1.030
H4 4.949 -4.288 -0.559
H5 6.292 -4.239 0.780
H6 4.849 -0.831 0.210
H7 4.800 -2.197 -1.026
H8 2.022 -3.454 1.106
H9 0.412 0.810 -1.944
H10 -4.045 -1.416 -2.938
H11 -5.278 -3.892 -3.330
H12 -1.642 -6.101 0.363
C19 4.051 4.722 -1.543
O8 4.199 3.659 -0.613
H13 3.704 5.610 -1.012
H14 5.014 4.936 -2.013
H15 3.317 4.446 -2.303
H16 4.507 2.888 -1.108
C20 5.097 5.842 2.593
O9 4.663 4.494 2.646
H17 4.849 6.330 3.536
H18 6.179 5.875 2.442
H19 4.590 6.360 1.774
H20 4.894 4.086 1.799
C21 -5.825 -10.442 -2.161
O10 -4.913 -10.392 -3.247
H21 -6.428 -11.347 -2.249
H22 -5.273 -10.466 -1.218
H23 -6.480 -9.568 -2.188
H24 -4.393 -9.583 -3.145
C22 0.345 3.014 0.799
O11 1.479 3.216 1.629
H25 -0.526 2.829 1.428
H26 0.172 3.907 0.193
H27 0.515 2.150 0.152
H28 2.235 3.377 1.046
C23 -1.385 6.183 -1.299
O12 -0.064 6.131 -0.783
H29 -1.523 5.358 -1.999
H30 -2.104 6.088 -0.481
H31 -1.538 7.130 -1.822
H32 0.030 6.871 -0.167
C24 -3.436 3.924 2.763
O13 -3.874 2.576 2.824
H33 -3.680 4.418 3.704
H34 -2.354 3.952 2.611
H35 -3.943 4.437 1.942
H36 -3.645 2.163 1.980
C25 4.511 -0.697 4.444
O14 4.074 -2.045 4.504
H37 4.264 -0.204 5.385
H38 5.594 -0.667 4.294
H39 4.006 -0.182 3.623
H40 4.305 -2.457 3.658
C26 2.242 8.187 1.099
O15 1.590 8.867 0.038
H41 1.488 7.733 1.744
H42 2.887 7.405 0.691
H43 2.836 8.895 1.681
H44 2.280 9.257 -0.516
C27 -2.951 -5.095 -5.947
O16 -3.388 -3.763 -5.723
H45 -2.878 -5.609 -4.988
H46 -3.671 -5.617 -6.583
H47 -1.969 -5.084 -6.427
H48 -3.444 -3.332 -6.587
C28 -6.727 4.652 4.057
O17 -6.675 5.685 3.084
H49 -6.319 3.738 3.623
H50 -6.131 4.938 4.927
H51 -7.765 4.480 4.354
H52 -7.041 6.481 3.493

The value obtained for the LUMO energy is -1.6265 eV. The SMILES is CCOCc1cc2c(cc1N=C=O)C(=O)c1ccc(ON=O)c(O)c1C2=O.CO.CO.CO.CO.CO.CO.CO.CO.CO.CO. The largest force on an atom comes out at 0.1569 hartree/bohr. The calculation puts the HOMO energy at -0.342 Eh.

How is the electron density shared among the atoms? According to Löwdin, the charges in e are:
1 C -0.0883
2 C -0.2443
3 O -0.1993
4 C -0.1741
5 C -0.0263
6 C 0.0839
7 C -0.0158
8 C -0.0231
9 C 0.0558
10 C -0.1542
11 N 0.0969
12 C -0.1558
13 O 0.1090
14 C -0.2454
15 O 0.0358
16 C -0.0192
17 C 0.0299
18 C 0.0498
19 C -0.1025
20 O -0.0991
21 N -0.0015
22 O 0.0685
23 C -0.0885
24 O -0.0045
25 C 0.0313
26 C -0.2343
27 O 0.0593
28 H 0.0878
29 H 0.0873
30 H 0.0649
31 H 0.1233
32 H 0.1299
33 H 0.1393
34 H 0.1351
35 H 0.0981
36 H 0.1246
37 H 0.1103
38 H 0.1160
39 H 0.1312
40 C -0.1363
41 O -0.1403
42 H 0.0694
43 H 0.0785
44 H 0.0812
45 H 0.0596
46 C -0.1570
47 O -0.1234
48 H 0.0818
49 H 0.0767
50 H 0.0512
51 H 0.0550
52 C -0.1634
53 O -0.1327
54 H 0.0783
55 H 0.0773
56 H 0.0745
57 H 0.0367
58 C -0.1404
59 O -0.1205
60 H 0.0700
61 H 0.0603
62 H 0.0481
63 H 0.0481
64 C -0.1531
65 O -0.1456
66 H 0.0784
67 H 0.0746
68 H 0.0772
69 H 0.0566
70 C -0.1610
71 O -0.1297
72 H 0.0757
73 H 0.0628
74 H 0.0780
75 H 0.0738
76 C -0.1609
77 O -0.1344
78 H 0.0797
79 H 0.0741
80 H 0.0743
81 H 0.0488
82 C -0.1576
83 O -0.1287
84 H 0.0876
85 H 0.0529
86 H 0.0814
87 H 0.0825
88 C -0.1566
89 O -0.1429
90 H 0.0578
91 H 0.0790
92 H 0.0769
93 H 0.0778
94 C -0.1669
95 O -0.1349
96 H 0.0713
97 H 0.0766
98 H 0.0750
99 H 0.0750

> Which formula does entry 2 have?

C28H52N2O17